61
Properties=species:S:1:pos:R:3:forces:R:3:mulliken_charge:R:1 method="wB97M-V/def2-TZVPD" e_tot_ev=-69441.689 spin_multiplicity=7 e_homo_ev="-2.10 / -2.20" total_charge=-1 gap_ha="0.179 / 0.182" s_squared=12.716 lumo_energy_ev="2.772 / 2.760"
C -2.786 0.640 -1.975 0.36 -0.51 0.60 1.32
H 3.520 0.326 -3.264 -0.66 -0.58 0.75 0.12
H 0.812 -1.662 -4.753 0.34 0.64 0.27 0.27
H -2.982 2.444 -3.115 0.10 -0.03 0.02 0.47
C 1.505 -1.545 -0.872 -2.88 -4.96 4.11 0.43
H -3.792 -1.620 3.427 -0.52 -0.49 -0.50 0.27
C -1.626 -1.262 -2.328 0.54 2.41 2.39 0.70
H -0.410 -2.691 -3.342 -0.02 -0.02 0.54 0.53
H -3.945 0.108 -3.800 0.16 -0.11 0.25 0.30
C -2.184 1.750 -2.824 0.31 0.10 -0.11 -1.54
O -2.630 -1.400 -3.181 -0.93 0.23 -0.97 -0.49
C -2.582 -0.786 1.621 5.18 2.33 -0.33 0.46
C 2.745 1.264 3.879 0.59 -0.41 -0.13 -0.81
Cl 0.533 1.598 -0.540 0.03 0.41 0.17 -0.58
C 3.335 -0.346 -1.202 1.37 0.60 0.67 1.61
C 2.892 -0.236 -2.526 0.26 0.20 -0.27 -1.49
O -1.967 -0.597 2.764 -3.72 0.44 -1.09 -0.65
C 2.577 -1.046 -0.255 1.63 1.39 -2.72 0.53
H 0.243 1.795 5.091 -0.03 -0.09 -0.03 0.39
N 1.349 0.328 2.215 1.99 -1.20 0.15 0.45
H -1.736 1.338 -3.740 -0.01 0.09 0.18 0.33
O 3.434 0.261 3.045 0.63 0.36 0.68 -0.45
C 2.546 -0.203 2.173 -2.88 1.20 -0.62 0.60
N -1.705 -0.264 -1.479 0.69 -1.92 -2.12 0.63
H -2.946 1.971 -0.286 -0.09 -0.27 -0.11 0.30
H -1.343 -1.939 1.622 0.30 -3.06 -0.64 0.06
C 0.264 1.018 4.316 0.00 -0.11 0.23 -1.62
H -3.821 0.424 -0.090 0.09 0.35 -0.27 0.24
H -5.320 -2.092 2.520 -0.05 -0.22 0.10 0.24
H 1.834 2.985 1.958 -0.22 0.00 0.00 0.37
O -3.860 -1.143 1.398 -0.06 -1.11 2.49 -0.33
H 4.023 -1.448 1.297 -0.43 -0.18 -0.02 0.41
C 2.938 -1.290 1.176 0.21 -0.10 1.23 -1.77
Tb -0.145 -0.971 0.507 -3.03 3.59 1.55 -0.43
C 1.679 -0.800 -2.946 -0.55 0.16 -1.64 1.49
H 3.324 2.195 3.807 -0.17 -0.28 -0.01 0.31
H 2.754 0.895 4.916 0.04 0.08 -0.36 0.32
H 5.256 0.656 -1.591 -0.56 -0.35 0.74 0.41
H 0.514 0.061 4.789 -0.17 0.07 -0.04 0.42
H -3.740 -2.998 2.241 -0.47 0.18 0.41 0.24
C 1.070 2.744 2.705 0.08 0.17 -0.16 -1.71
H 1.117 3.484 3.514 -0.03 -0.04 -0.07 0.46
C -3.594 -0.317 -2.851 0.05 -0.70 0.04 -0.76
H 2.024 -0.359 -5.076 -0.71 -0.29 0.65 0.43
C 1.209 -0.689 -4.373 0.10 0.54 -1.27 -1.62
H 4.489 1.070 -0.007 0.00 -0.60 -0.59 0.21
H -4.435 -0.767 -2.301 0.29 -0.02 -0.16 0.36
C -0.423 -2.199 -2.353 -1.01 -0.36 -0.06 -1.74
C 0.883 -1.518 -2.047 2.06 1.46 -2.09 -0.10
H 0.086 2.792 2.228 0.26 -0.07 0.03 0.25
C -3.552 1.214 -0.800 -0.47 0.02 -0.04 -1.59
C 1.331 1.367 3.294 -0.32 -0.49 -0.53 1.34
H 0.371 0.050 -4.484 0.64 -0.53 0.22 0.13
H -0.600 -2.952 -1.552 0.15 0.09 -0.65 0.32
H -1.408 2.276 -2.255 -0.16 -0.13 -0.14 0.18
C -4.235 -2.045 2.500 0.22 0.44 -0.10 -0.80
C 4.642 0.240 -0.745 1.16 0.82 -0.19 -1.69
H -4.465 1.689 -1.183 0.05 0.08 0.12 0.43
H 2.380 -2.200 1.498 0.57 0.34 -0.14 0.34
H -0.723 0.925 3.853 0.20 -0.04 0.02 0.23
H 5.273 -0.521 -0.221 -0.44 0.47 -0.42 0.29